[1]
DFT (the ωB97M-V functional and the def2-TZVPD basis) results for 8 unconnected molecules or ions with the total composition C30H62O8 in a non-equilibrium geometry.

ΔE to the lowest compared entry with this formula, charge and spin   7.2 kcal per mole
E_LUMO   0.478 eV
Frontier orbital gap   9.854 eV
E_HOMO   -9.4 eV
Structure (SMILES)   C1CCOC1.C1CCOC1.C1CCOC1.C1CCOC1.C1CCOC1.C1CCOC1.C1CCOC1.CCO

```
! RIJCOSX wB97M-V def2-TZVPD def2/J DEFGRID3
* xyz 0 1
C 1.45 1.98 -3.25
C 1.50 2.74 -4.58
C 1.05 1.65 -5.55
O 1.70 0.48 -5.09
C 1.72 0.53 -3.65
H 0.52 2.10 -2.68
H 2.18 2.35 -2.54
H 2.55 2.96 -4.79
H 0.92 3.65 -4.66
H 1.40 1.88 -6.56
H -0.04 1.51 -5.60
H 2.72 0.20 -3.35
H 1.00 -0.16 -3.20
C 2.28 -0.74 4.00
C 1.19 -1.16 3.00
C 1.49 -2.64 2.79
O 2.89 -2.82 3.02
C 3.44 -1.63 3.57
H 1.96 -1.05 5.00
H 2.51 0.32 4.01
H 1.25 -0.56 2.08
H 0.19 -1.03 3.41
H 1.28 -2.95 1.77
H 0.91 -3.26 3.48
H 4.02 -1.10 2.80
H 4.18 -1.83 4.35
C -2.70 -4.04 -0.40
C -4.19 -3.83 -0.75
C -4.74 -3.06 0.44
O -4.00 -3.54 1.54
C -2.65 -3.61 1.09
H -2.05 -3.38 -0.95
H -2.45 -5.10 -0.48
H -4.70 -4.76 -0.97
H -4.28 -3.26 -1.69
H -5.80 -3.30 0.56
H -4.73 -1.97 0.36
H -2.10 -4.34 1.69
H -2.20 -2.62 1.20
C -5.82 1.22 -3.66
C -4.76 1.29 -2.55
C -5.40 0.56 -1.37
O -6.31 -0.38 -1.94
C -6.77 0.10 -3.19
H -5.35 0.93 -4.59
H -6.33 2.17 -3.79
H -4.43 2.29 -2.28
H -3.89 0.70 -2.86
H -6.01 1.24 -0.75
H -4.68 0.05 -0.75
H -7.82 0.42 -3.15
H -6.73 -0.75 -3.88
C 4.50 2.12 0.05
C 3.98 3.55 0.06
C 3.80 3.87 1.55
O 3.83 2.64 2.25
C 3.97 1.54 1.37
H 5.58 1.96 0.03
H 4.11 1.55 -0.79
H 3.03 3.57 -0.48
H 4.66 4.24 -0.42
H 2.85 4.38 1.75
H 4.64 4.49 1.88
H 3.03 0.98 1.28
H 4.68 0.80 1.75
C 2.90 -3.80 -1.47
C 1.63 -3.84 -2.32
C 0.61 -3.09 -1.47
O 1.35 -2.25 -0.58
C 2.76 -2.50 -0.68
H 3.86 -3.95 -1.96
H 2.78 -4.61 -0.73
H 1.30 -4.86 -2.51
H 1.78 -3.39 -3.31
H 0.08 -3.79 -0.82
H -0.09 -2.55 -2.11
H 3.22 -2.57 0.30
H 3.18 -1.66 -1.26
C -0.60 2.14 3.96
C 0.56 2.91 3.30
C 0.96 3.98 4.31
O 0.57 3.46 5.57
C -0.64 2.76 5.38
H -0.33 1.09 4.04
H -1.53 2.31 3.43
H 0.20 3.29 2.34
H 1.43 2.32 2.99
H 0.46 4.95 4.12
H 2.03 4.18 4.30
H -1.50 3.45 5.43
H -0.80 2.04 6.18
C -1.04 -0.15 -0.47
C -0.41 1.08 0.17
O 0.98 1.08 -0.13
H -2.13 -0.08 -0.49
H -0.77 -1.00 0.16
H -0.71 -0.30 -1.49
H -0.58 1.01 1.25
H -0.82 2.02 -0.20
H 1.28 0.16 -0.20
*
```

=====

[2]
DFT (the ωB97M-V functional and the def2-TZVPD basis) results for 10 unconnected molecules or ions with the total composition C30H63N3O10 in a non-equilibrium geometry.

ΔE to the lowest compared entry with this formula, charge and spin   3.3 kcal per mole
E_LUMO   0.530 eV
Frontier orbital gap   9.565 eV
E_HOMO   -9.0 eV
Structure (SMILES)   CNC(C)=O.CNC(C)=O.CNC(C)=O.CC(C)=O.CC(C)=O.CC(C)=O.CC(C)=O.CC(C)=O.CC(C)=O.CC(C)=O

```
! RIJCOSX wB97M-V def2-TZVPD def2/J DEFGRID3
* xyz 0 1
C 0.97 -5.21 -0.50
N 0.40 -6.46 -0.98
C -0.43 -6.52 -2.02
C -0.81 -7.99 -2.32
O -0.82 -5.56 -2.69
H 1.53 -5.14 0.45
H 0.22 -4.41 -0.38
H 1.68 -4.91 -1.31
H 0.75 -7.34 -0.62
H -0.66 -8.32 -3.38
H -1.91 -7.97 -2.15
H -0.47 -8.73 -1.61
C -3.42 -4.00 -1.17
N -2.13 -3.46 -1.09
C -1.64 -2.30 -0.71
C -2.67 -1.32 -0.22
O -0.47 -1.94 -0.83
H -3.44 -4.97 -0.64
H -3.83 -4.06 -2.23
H -4.08 -3.37 -0.61
H -1.46 -4.11 -1.56
H -2.94 -1.51 0.81
H -3.64 -1.30 -0.77
H -2.12 -0.35 -0.21
C -0.27 -0.68 -4.05
N 0.74 0.31 -4.46
C 2.03 0.21 -4.08
C 2.46 -0.85 -3.15
O 2.92 0.98 -4.55
H -1.22 -0.30 -4.35
H -0.24 -0.96 -2.97
H -0.10 -1.67 -4.56
H 0.47 0.97 -5.17
H 3.37 -0.56 -2.59
H 2.69 -1.77 -3.70
H 1.59 -1.09 -2.48
C -1.96 2.89 1.05
C -3.44 2.73 0.99
C -4.21 3.62 1.91
O -3.97 2.09 0.11
H -1.53 2.91 2.09
H -1.81 3.87 0.63
H -1.33 2.20 0.45
H -4.02 3.60 2.98
H -5.27 3.45 1.78
H -4.10 4.61 1.56
C 0.95 4.00 5.07
C 2.21 3.17 5.26
C 2.49 1.90 4.45
O 2.97 3.44 6.22
H 0.19 3.59 5.72
H 0.46 3.74 4.11
H 1.03 5.08 5.20
H 1.95 1.84 3.51
H 2.33 1.07 5.10
H 3.54 1.97 4.28
C 2.83 4.60 0.29
C 1.55 3.93 -0.14
C 1.28 3.64 -1.62
O 0.71 3.66 0.72
H 3.72 4.07 0.00
H 2.82 4.58 1.38
H 2.97 5.63 -0.12
H 0.46 2.90 -1.68
H 2.14 3.41 -2.25
H 0.82 4.56 -2.03
C -2.05 -0.79 4.53
C -0.74 -0.03 4.73
C 0.39 -0.87 5.28
O -0.60 1.14 4.43
H -2.46 -1.06 5.55
H -1.86 -1.63 3.92
H -2.74 -0.15 4.03
H 0.19 -1.95 5.20
H 0.62 -0.59 6.29
H 1.26 -0.59 4.68
C -4.00 1.41 -3.44
C -5.01 0.43 -2.86
C -6.25 0.91 -2.21
O -4.72 -0.78 -2.86
H -3.13 0.92 -3.88
H -3.71 2.12 -2.63
H -4.45 2.03 -4.22
H -6.56 1.89 -2.59
H -5.94 0.96 -1.15
H -7.04 0.20 -2.29
C 6.66 1.61 -0.80
C 5.17 1.62 -1.25
C 4.89 2.20 -2.60
O 4.31 1.15 -0.53
H 6.74 1.34 0.20
H 7.20 2.51 -1.10
H 7.17 0.88 -1.38
H 4.77 3.27 -2.47
H 3.95 1.80 -3.10
H 5.71 2.04 -3.35
C 2.07 -1.83 0.88
C 1.00 -1.09 1.66
C 0.75 0.35 1.27
O 0.35 -1.58 2.54
H 2.76 -1.12 0.47
H 1.62 -2.30 0.02
H 2.62 -2.55 1.46
H -0.19 0.71 1.59
H 0.83 0.40 0.18
H 1.58 0.93 1.65
*
```